1.
Computed, not measured: a 9-piece molecular cluster, C9H36N10O9 overall, with ωB97M-V/def2-TZVPD.

Structure (ORCA input):
```
! RIJCOSX wB97M-V def2-TZVPD def2/J DEFGRID3
* xyz 0 1
C -0.879 0.371 3.967
O -2.063 1.013 4.448
H -0.986 -0.717 4.054
H -0.685 0.690 2.952
H -0.059 0.570 4.671
H -2.352 0.559 5.243
C -1.225 3.252 -4.804
O -0.147 2.925 -3.967
H -1.438 4.330 -4.837
H -1.011 2.959 -5.834
H -2.164 2.762 -4.529
H -0.477 2.844 -3.056
C 4.378 1.060 1.226
O 5.626 0.471 0.859
H 4.310 2.079 0.860
H 3.560 0.432 0.857
H 4.244 1.010 2.312
H 5.500 -0.429 0.553
C 1.675 -2.087 4.221
O 1.133 -1.969 2.913
H 2.712 -2.428 4.109
H 1.718 -1.154 4.777
H 1.146 -2.818 4.840
H 1.090 -2.856 2.541
C 2.721 1.204 -2.302
O 1.992 1.538 -1.360
N 2.324 1.312 -3.592
N 3.942 0.627 -2.075
H 1.392 1.659 -3.769
H 2.963 1.160 -4.349
H 4.512 0.341 -2.848
H 4.242 0.527 -1.125
C -0.824 -0.594 -0.079
O -1.581 -1.496 0.303
N -1.231 0.256 -1.044
N 0.407 -0.383 0.464
H -0.758 1.059 -1.425
H -2.120 0.026 -1.456
H 0.600 -0.894 1.310
H 1.061 0.211 -0.022
C -3.746 -1.643 -3.127
O -3.663 -0.770 -3.977
N -4.943 -2.000 -2.552
N -2.665 -2.295 -2.601
H -4.986 -2.698 -1.832
H -5.768 -1.478 -2.771
H -2.803 -2.859 -1.781
H -1.739 -2.113 -2.935
C -0.034 4.017 -0.509
O -0.584 3.241 -1.283
N -0.292 5.355 -0.524
N 0.828 3.588 0.469
H -0.993 5.706 -1.146
H 0.266 5.996 0.009
H 1.125 2.632 0.397
H 0.941 4.176 1.273
C -1.834 -4.926 1.736
O -2.012 -5.283 0.582
N -1.725 -5.851 2.763
N -1.711 -3.626 2.108
H -1.877 -5.514 3.698
H -1.994 -6.799 2.579
H -1.587 -2.918 1.379
H -1.449 -3.362 3.040
*
```

ΔE to the lowest compared entry with this formula, charge and spin = 0.0 kcal/mol
LUMO energy = 0.29 eV

---

2.
Computed, not measured: a 9-piece molecular cluster, C9H36N12O9 overall, with ωB97M-V/def2-TZVPD.

Structure (ORCA input):
```
! RIJCOSX wB97M-V def2-TZVPD def2/J DEFGRID3
* xyz 0 1
C 12.743 19.030 17.860
O 11.458 18.657 17.415
N 12.909 20.027 18.687
N 13.815 18.486 17.398
H 12.038 20.535 19.054
H 13.747 20.221 19.233
H 13.775 17.630 16.844
H 14.737 18.938 17.397
C 14.661 22.260 16.951
O 15.612 21.558 17.664
N 13.380 22.051 17.063
N 14.920 23.282 16.154
H 13.234 21.210 17.734
H 12.645 22.299 16.371
H 15.886 23.633 16.067
H 14.125 23.898 15.906
C 11.142 22.651 19.765
O 11.242 23.747 18.970
N 11.540 22.728 21.018
N 10.800 21.411 19.418
H 11.776 23.629 21.369
H 11.184 22.116 21.736
H 10.267 21.339 18.541
H 10.392 20.750 20.114
C 14.423 22.740 12.734
O 14.425 22.096 11.555
N 15.202 22.386 13.691
N 13.688 23.815 12.985
H 15.853 21.547 13.712
H 15.041 22.669 14.753
H 13.112 24.161 12.215
H 13.983 24.424 13.738
C 15.871 19.655 20.620
O 16.722 18.863 19.899
N 15.327 20.728 20.177
N 15.275 19.257 21.730
H 15.630 20.956 19.255
H 14.782 21.323 20.787
H 15.575 18.395 22.144
H 14.630 19.865 22.321
C 10.736 22.982 14.820
O 9.816 22.217 15.475
N 10.493 24.155 14.376
N 11.928 22.540 14.572
H 9.523 24.641 14.473
H 11.027 24.647 13.657
H 12.046 21.565 14.787
H 12.594 22.984 13.895
C 12.426 25.619 16.472
O 12.890 25.021 15.314
H 12.731 25.014 17.341
H 11.311 25.669 16.501
H 12.755 26.650 16.563
H 12.220 24.341 15.109
C 12.913 19.495 14.289
O 11.740 19.853 15.044
H 13.432 20.371 13.850
H 12.680 18.820 13.541
H 13.614 19.203 15.014
H 11.318 19.032 15.268
C 18.787 23.640 15.113
O 17.525 23.173 15.436
H 19.538 23.706 15.947
H 18.770 24.547 14.549
H 19.236 22.888 14.466
H 17.645 22.252 15.528
*
```

ΔE to the lowest compared entry with this formula, charge and spin = 199.5 kcal/mol
LUMO energy = -0.11 eV

---

3.
Computed, not measured: a 9-piece molecular cluster, C9H36N18O9 overall, with ωB97M-V/def2-TZVPD.

Structure (ORCA input):
```
! RIJCOSX wB97M-V def2-TZVPD def2/J DEFGRID3
* xyz 0 1
C -3.054 0.313 -4.377
O -2.738 1.393 -4.354
N -3.912 -0.277 -3.615
N -2.885 -0.487 -5.434
H -4.323 -1.158 -3.890
H -4.334 0.366 -2.960
H -2.264 -0.073 -6.115
H -3.123 -1.464 -5.524
C 6.201 2.094 4.930
O 7.053 2.103 4.016
N 5.616 3.094 5.398
N 5.575 1.040 5.317
H 5.967 4.000 5.123
H 4.985 2.913 6.166
H 4.732 1.146 5.864
H 5.918 0.135 5.029
C 1.643 -7.759 -0.155
O 0.531 -8.167 0.030
N 2.694 -8.416 -0.195
N 2.019 -6.535 -0.037
H 3.604 -8.105 -0.503
H 2.503 -9.408 -0.171
H 2.954 -6.277 -0.319
H 1.400 -5.763 0.163
C -2.115 6.956 3.581
O -1.813 5.895 3.112
N -1.732 8.102 3.154
N -2.802 7.120 4.752
H -1.407 8.827 3.778
H -1.284 8.041 2.251
H -2.535 8.043 5.061
H -3.529 6.454 4.973
C -7.165 -1.905 0.578
O -7.498 -0.870 0.055
N -6.343 -1.981 1.579
N -7.451 -3.091 0.057
H -5.791 -1.154 1.760
H -6.087 -2.867 1.991
H -7.246 -4.052 0.290
H -7.862 -3.050 -0.865
C 0.323 0.044 1.498
O 0.436 -1.131 1.139
N -0.874 0.631 1.519
N 1.201 0.699 2.072
H -0.927 1.590 1.830
H -1.528 0.230 0.862
H 0.974 1.672 2.216
H 2.159 0.413 2.215
C 2.636 -1.353 -3.867
O 3.584 -0.994 -3.214
N 2.491 -1.039 -5.109
N 1.566 -2.015 -3.486
H 3.149 -0.502 -5.656
H 1.773 -1.519 -5.633
H 1.426 -1.911 -2.491
H 0.842 -2.046 -4.190
C -3.274 -5.665 -3.499
O -3.726 -4.945 -4.380
N -2.529 -5.287 -2.487
N -3.441 -6.931 -3.557
H -2.076 -6.035 -1.981
H -2.557 -4.347 -2.118
H -2.984 -7.579 -2.931
H -3.834 -7.347 -4.389
C 5.540 7.429 1.001
O 6.093 7.379 2.106
N 5.526 8.482 0.273
N 4.588 6.578 0.626
H 5.030 8.445 -0.606
H 5.730 9.297 0.834
H 4.328 6.715 -0.341
H 4.253 5.862 1.255
*
```

ΔE to the lowest compared entry with this formula, charge and spin = 227.9 kcal/mol
LUMO energy = 0.11 eV

---

4.
Computed, not measured: a 9-piece molecular cluster, C9H36N4O9 overall, with ωB97M-V/def2-TZVPD.

Structure (ORCA input):
```
! RIJCOSX wB97M-V def2-TZVPD def2/J DEFGRID3
* xyz 0 1
C 4.451 -13.740 18.586
O 4.662 -14.335 19.827
N 3.862 -14.348 17.522
N 4.890 -12.496 18.333
H 3.435 -15.305 17.641
H 4.006 -14.109 16.528
H 5.587 -12.075 18.966
H 4.860 -12.186 17.343
C 8.775 -15.029 13.740
O 8.155 -13.887 14.220
N 8.376 -16.322 13.855
N 9.794 -14.901 12.961
H 7.365 -16.553 14.176
H 9.037 -17.089 13.562
H 10.119 -13.883 12.758
H 10.401 -15.684 12.544
C 7.775 -19.174 16.130
O 7.678 -19.141 14.750
H 8.332 -18.275 16.356
H 8.333 -20.040 16.505
H 6.808 -19.141 16.587
H 7.164 -19.900 14.430
C 11.220 -16.426 16.576
O 11.743 -16.649 15.314
H 10.472 -17.297 16.742
H 10.747 -15.411 16.592
H 12.044 -16.464 17.330
H 12.419 -15.981 15.059
C 7.998 -11.556 16.822
O 8.696 -11.706 15.673
H 7.342 -12.385 16.734
H 7.427 -10.629 16.849
H 8.574 -11.643 17.777
H 8.350 -12.359 15.152
C 7.510 -13.230 20.578
O 7.000 -11.978 20.080
H 7.233 -13.614 21.576
H 8.573 -13.200 20.473
H 7.072 -13.940 19.886
H 7.689 -11.261 20.044
C 5.118 -16.782 15.086
O 5.758 -17.003 13.893
H 5.829 -17.061 15.805
H 4.296 -17.397 15.165
H 4.753 -15.754 15.290
H 5.107 -16.733 13.198
C 3.988 -17.700 17.940
O 2.687 -17.226 17.666
H 4.306 -18.590 17.371
H 4.039 -17.911 19.013
H 4.684 -16.946 17.685
H 2.533 -17.358 16.718
C 7.578 -15.220 17.199
O 7.217 -16.051 18.306
H 8.447 -14.602 17.393
H 6.765 -14.550 16.957
H 7.684 -15.898 16.426
H 6.989 -15.610 19.095
*
```

ΔE to the lowest compared entry with this formula, charge and spin = 80.0 kcal/mol
LUMO energy = 0.13 eV